Entry 1:
{
  "formula": "H6N3OP",
  "method": "ωB97M-V with the def2-TZVPD basis set",
  "homo_ev": [-8.74, -8.83],
  "multiplicity": 1,
  "gap_ev": [7.759, 7.714],
  "de_lowest_kj_mol": 562.3,
  "charge": 0,
  "elements": ["N", "P", "N", "N", "H", "H", "H", "H", "O", "H", "H"],
  "coordinates": [[1.1738, 0.3065, -0.9495], [0.5329, -0.0230, 0.3941], [-0.5827, -1.3280, 0.4624], [-0.6106, 1.3827, 0.6488], [-0.2261, -2.1158, -0.0568], [-0.8184, -1.7082, 1.3882], [-0.5740, 1.8098, 1.5434], [-0.2074, 2.0202, -0.0007], [3.3546, -0.0725, -1.3305], [4.1920, 0.2384, -1.5222], [3.6658, -1.1468, -1.4245]],
  "forces_ev_per_a": [[-0.5, -0.5, 0.0], [-2.7, 1.9, -0.7], [0.3, -0.3, 1.0], [0.8, -2.4, 0.1], [0.2, -0.1, -0.4], [0.1, 0.6, -0.3], [0.1, 0.3, 1.1], [0.2, 0.8, -0.6], [0.4, -6.4, 0.0], [3.0, 1.9, -0.6], [-1.9, 4.3, 0.5]]
}

***

Entry 2:
{
  "formula": "C7H14CuO4",
  "method": "ωB97M-V with the def2-TZVPD basis set",
  "homo_ev": [-7.71, -8.15],
  "multiplicity": 2,
  "s_squared": 0.7614,
  "gap_ev": [8.065, 7.514],
  "de_lowest_kj_mol": 190.6,
  "charge": 0,
  "elements": ["C", "O", "C", "O", "C", "C", "O", "C", "Cu", "H", "H", "H", "H", "H", "H", "H", "H", "H", "H", "C", "O", "C", "H", "H", "H", "H"],
  "coordinates": [[1.3282, 3.0696, -0.5842], [2.3358, 2.5995, 0.2517], [-0.0480, 2.4324, -0.3678], [-0.0785, 1.0463, -0.6453], [0.1228, 0.1655, 0.4901], [0.7283, -1.1225, 0.0209], [2.1814, -0.9712, 0.1064], [2.9481, -2.0761, -0.3199], [2.0708, 0.8529, 0.9181], [1.5945, 2.9189, -1.6522], [1.1797, 4.1621, -0.4558], [-0.7696, 2.9161, -1.0483], [-0.3876, 2.6202, 0.6681], [0.4963, -1.3820, -1.0270], [0.4452, -1.9612, 0.6745], [4.0033, -1.8397, -0.1470], [2.6737, -2.9746, 0.2546], [2.7832, -2.2670, -1.3907], [-0.7846, 0.0036, 1.0930], [-3.5528, -1.3131, 1.0863], [-3.2442, -0.2399, 0.1699], [-2.6371, -0.4292, -0.9512], [-4.6434, -1.4103, 1.1260], [-3.0786, -2.2436, 0.7432], [-3.1665, -1.0224, 2.0695], [-2.5004, -1.5345, -1.0829]],
  "forces_ev_per_a": [[0.3, 0.0, -0.3], [-0.5, -0.6, 0.5], [-0.6, 0.5, 0.3], [0.4, -1.2, 1.2], [0.4, 0.9, -1.5], [0.1, -0.6, -0.3], [-0.4, -0.1, 0.2], [0.1, -0.3, -0.1], [-0.2, 1.1, -0.4], [-0.1, 0.0, 0.3], [0.0, -0.3, 0.1], [0.2, -0.2, 0.1], [0.2, -0.1, -0.3], [-0.1, 0.2, 0.3], [0.0, 0.2, -0.1], [-0.3, 0.0, -0.1], [0.1, 0.2, -0.1], [0.0, 0.1, 0.2], [0.4, 0.5, 0.0], [-0.1, -0.2, 0.2], [0.2, -0.1, 0.1], [-0.5, 0.3, -0.5], [0.3, 0.0, 0.0], [-0.2, 0.2, 0.0], [-0.1, -0.1, -0.2], [0.2, -0.2, 0.2]]
}